Arrangement P

ORCA calculation (the ωB97M-V functional and the def2-TZVPD basis) on a molecular structure, C31H32Cl5LaN2O4Si2.

XYZ file:
```
77
Properties=species:S:1:pos:R:3:mulliken_charge:R:1
La -0.028 -1.123 -0.299 0.07
C -1.288 -3.971 -1.911 -0.55
C -2.550 -3.736 -1.376 -0.47
C -3.359 -2.743 -1.916 -0.18
C -2.908 -1.989 -2.988 -0.48
C -1.637 -2.205 -3.511 -0.19
C -0.826 -3.198 -2.975 -0.71
H -0.684 -4.778 -1.523 0.54
H -2.909 -4.342 -0.554 0.45
H -4.348 -2.572 -1.509 0.40
H -3.550 -1.232 -3.418 0.49
H -1.282 -1.612 -4.344 0.33
H 0.140 -3.402 -3.417 0.48
Cl 1.772 -3.661 -1.211 -0.23
C 1.791 -3.758 0.526 0.97
C 1.076 -2.766 1.180 -1.78
C 1.327 -2.687 2.545 1.50
Cl 0.705 -1.281 3.339 -0.17
C 2.083 -3.616 3.250 -0.33
Cl 2.299 -3.480 4.951 -0.20
C 2.685 -4.663 2.549 0.79
Cl 3.596 -5.856 3.383 -0.20
C 2.573 -4.714 1.161 -0.52
Cl 3.404 -5.922 0.257 -0.20
C -0.550 3.353 2.674 -1.29
Si 0.023 2.056 1.414 0.58
C 1.723 1.465 2.008 -0.98
C 0.348 3.012 -0.203 -0.84
C -1.300 0.733 0.991 1.86
C -2.042 1.294 -0.179 -1.44
C -2.872 2.425 -0.098 -0.64
C -3.502 2.908 -1.223 -0.78
C -3.290 2.265 -2.439 -1.07
C -2.466 1.162 -2.452 -0.96
N -1.871 0.670 -1.359 1.28
Si -2.618 0.086 2.195 0.51
C -4.215 -0.142 1.176 -0.95
C -2.368 -1.678 2.867 -1.03
C -3.060 1.237 3.632 -1.19
H 0.183 4.161 2.749 0.39
H -0.671 2.922 3.670 0.34
H -1.504 3.797 2.382 0.29
H 2.461 2.231 1.754 0.40
H 2.041 0.539 1.538 0.11
H 1.756 1.318 3.088 0.37
H 1.272 3.592 -0.141 0.46
H -0.468 3.700 -0.425 0.37
H 0.444 2.337 -1.061 0.03
H -3.000 2.914 0.859 0.34
H -4.140 3.781 -1.164 0.45
H -3.751 2.622 -3.350 0.49
H -2.255 0.646 -3.381 0.64
H -3.994 -0.678 0.246 0.06
H -4.678 0.807 0.905 0.32
H -4.950 -0.728 1.732 0.49
H -1.773 -2.307 2.196 0.16
H -3.349 -2.149 2.967 0.45
H -1.892 -1.699 3.845 0.33
H -3.357 2.222 3.269 0.32
H -2.221 1.376 4.318 0.31
H -3.894 0.828 4.209 0.38
O 1.084 -0.057 -2.332 -0.87
C 2.094 0.083 -1.601 0.81
O 2.190 -0.507 -0.480 -0.58
C 3.211 0.986 -2.021 0.24
C 3.220 1.579 -3.277 -0.36
C 4.259 2.422 -3.642 -0.70
C 5.292 2.681 -2.757 -0.42
C 5.263 2.092 -1.502 -0.25
C 4.236 1.247 -1.122 -0.10
N 6.344 2.366 -0.551 1.05
O 7.311 2.981 -0.963 -0.62
O 6.207 1.977 0.592 -0.59
H 2.404 1.367 -3.955 0.50
H 4.261 2.883 -4.621 0.41
H 6.114 3.331 -3.020 0.51
H 4.229 0.797 -0.141 0.61
```

The LUMO energy comes out at -0.54 eV. As for the gap between HOMO and LUMO: 7.519 eV. Its spin multiplicity is 1. The value obtained for the HOMO energy is -8.05 eV.

Arrangement Q

ORCA calculation (the ωB97M-V functional and the def2-TZVPD basis) on a molecular structure, C31H32Cl5LaN2O4Si2.

XYZ file:
```
77
Properties=species:S:1:pos:R:3:mulliken_charge:R:1
La -0.212 0.095 0.276 0.08
C 1.467 2.897 0.655 -0.75
C 1.646 2.979 -0.724 -0.13
C 2.675 2.271 -1.335 -0.59
C 3.534 1.493 -0.570 -0.32
C 3.353 1.400 0.802 -0.47
C 2.318 2.095 1.416 -0.17
H 0.719 3.510 1.145 0.34
H 1.006 3.616 -1.316 0.54
H 2.809 2.333 -2.407 0.40
H 4.334 0.942 -1.049 0.41
H 4.020 0.789 1.398 0.46
H 2.209 2.059 2.494 0.39
Cl -1.656 3.039 -1.722 -0.21
C -1.812 1.503 -2.554 1.85
C -1.150 0.423 -2.002 -2.83
C -1.351 -0.775 -2.654 1.96
Cl -0.554 -2.171 -1.943 -0.12
C -2.144 -0.937 -3.783 -0.80
Cl -2.348 -2.483 -4.516 -0.20
C -2.777 0.187 -4.307 0.84
Cl -3.762 0.046 -5.707 -0.19
C -2.612 1.427 -3.686 -0.56
Cl -3.400 2.825 -4.309 -0.19
C -4.971 1.298 2.762 -1.27
Si -3.505 1.273 1.585 0.70
C -4.145 0.483 0.002 -0.78
C -3.091 3.094 1.330 -1.10
C -2.037 0.305 2.181 2.11
C -2.351 -1.154 2.096 -1.09
C -3.210 -1.846 2.970 -0.76
C -3.408 -3.201 2.824 -0.96
C -2.754 -3.885 1.802 -1.14
C -1.941 -3.159 0.964 -0.31
N -1.748 -1.840 1.096 0.98
Si -1.369 0.764 3.849 0.20
C 0.154 -0.251 4.252 -0.91
C -2.501 0.540 5.331 -1.12
C -0.860 2.573 3.856 -0.87
H -5.816 1.814 2.292 0.40
H -4.724 1.837 3.681 0.29
H -5.306 0.292 3.033 0.31
H -4.651 1.221 -0.630 0.42
H -4.869 -0.301 0.248 0.32
H -3.362 0.017 -0.603 -0.01
H -3.599 3.485 0.444 0.42
H -2.022 3.284 1.213 0.12
H -3.439 3.670 2.193 0.36
H -3.714 -1.292 3.750 0.54
H -4.071 -3.731 3.498 0.45
H -2.879 -4.949 1.656 0.47
H -1.425 -3.640 0.143 0.30
H -0.114 -1.296 4.440 0.27
H 0.630 0.139 5.158 0.50
H 0.897 -0.252 3.451 0.09
H -2.698 -0.516 5.539 0.32
H -3.461 1.045 5.201 0.30
H -2.016 0.963 6.218 0.37
H -0.025 2.761 3.173 0.01
H -0.537 2.867 4.861 0.45
H -1.683 3.228 3.566 0.28
O 1.362 -1.345 1.412 -0.85
C 2.116 -1.540 0.403 0.99
O 1.924 -0.953 -0.686 -0.69
C 3.274 -2.475 0.544 0.30
C 3.397 -3.284 1.667 -0.44
C 4.483 -4.140 1.793 -0.73
C 5.458 -4.175 0.807 -0.39
C 5.316 -3.351 -0.293 -0.23
C 4.240 -2.504 -0.451 -0.22
N 6.362 -3.372 -1.342 1.03
O 7.292 -4.135 -1.185 -0.62
O 6.314 -2.509 -2.193 -0.59
H 2.633 -3.229 2.433 0.55
H 4.576 -4.777 2.662 0.42
H 6.318 -4.824 0.879 0.51
H 4.143 -1.886 -1.331 0.58
```

The LUMO energy comes out at -0.60 eV. As for the gap between HOMO and LUMO: 7.462 eV. Its spin multiplicity is 1. The value obtained for the HOMO energy is -8.06 eV.

Which of them is the least stable? Correct choice: arrangement P.

Arrangement P

ORCA calculation (the ωB97M-V functional and the def2-TZVPD basis) on H5P3 in the gas phase.

XYZ file:
```
8
Properties=species:S:1:pos:R:3:mulliken_charge:R:1
P 0.075 0.891 1.716 -0.09
P -0.820 0.637 -0.249 -0.08
P 0.586 -0.747 -1.158 -0.14
H -0.832 0.016 2.314 0.06
H 1.045 -0.111 1.607 0.04
H 0.072 1.864 -0.966 0.07
H -0.123 -1.906 -0.848 0.07
H -0.003 -0.643 -2.416 0.08
```

The LUMO energy comes out at 0.69 eV. As for the gap between HOMO and LUMO: 9.511 eV. Its spin multiplicity is 1. The value obtained for the HOMO energy is -8.82 eV.

Arrangement Q

ORCA calculation (the ωB97M-V functional and the def2-TZVPD basis) on 2 unconnected molecules or ions with the total composition H5P3.

XYZ file:
```
8
Properties=species:S:1:pos:R:3:mulliken_charge:R:1
P 0.610 0.634 1.540 -0.07
P -1.570 0.115 -0.602 -0.18
P 0.587 -0.248 -0.461 -0.04
H -0.537 -0.131 1.771 0.04
H 1.244 -0.325 2.303 0.06
H -1.808 0.645 -1.938 0.10
H -1.958 -1.078 -1.264 0.07
H 0.605 1.657 -1.195 0.02
```

The LUMO energy comes out at -0.53 eV. As for the gap between HOMO and LUMO: 8.510 eV. Its spin multiplicity is 1. The value obtained for the HOMO energy is -9.04 eV.

Which of them is the least stable? Correct choice: arrangement Q.

Arrangement P

ORCA calculation (the ωB97M-V functional and the def2-TZVPD basis) on 3 unconnected molecules or ions with the total composition C4H13O4.

XYZ file:
```
21
Properties=species:S:1:pos:R:3:mulliken_charge:R:1
C -0.780 -1.310 0.727 -0.75
C 0.048 -0.024 0.538 -0.21
C 1.012 -0.320 -0.593 -0.56
O 2.103 0.636 -0.803 -0.64
C -1.907 -1.250 -0.531 -0.64
O -2.207 -0.008 -0.969 -0.82
H -0.293 -2.257 0.387 0.30
H -1.418 -1.318 1.649 0.37
H 0.695 0.185 1.461 0.24
H -0.383 1.008 0.458 0.35
H 0.519 -0.447 -1.576 0.26
H 1.465 -1.306 -0.478 0.31
H 1.696 1.513 -0.732 0.32
H -1.351 -1.849 -1.298 0.35
H -2.659 -1.993 -0.087 0.24
H 4.670 0.997 0.223 0.26
H 3.455 0.205 0.314 0.48
O 4.339 0.279 0.739 -0.72
H -3.603 0.856 0.970 0.28
H -2.585 1.046 0.011 0.33
O -3.080 1.647 0.743 -0.77
```

The LUMO energy comes out at 3.31 eV. As for the gap between HOMO and LUMO: 7.040 eV. The charge is -1. Its spin multiplicity is 1. The value obtained for the HOMO energy is -3.73 eV.

Arrangement Q

ORCA calculation (the ωB97M-V functional and the def2-TZVPD basis) on 3 unconnected molecules or ions with the total composition C4H13O4.

XYZ file:
```
21
Properties=species:S:1:pos:R:3:mulliken_charge:R:1
C 0.031 -1.163 -1.304 0.23
O 0.078 -2.583 -1.547 -0.57
C -1.418 -0.667 -1.155 -0.75
C -1.406 0.619 -0.343 -0.47
C -0.878 0.444 1.086 -0.45
O 0.370 0.913 1.411 -0.89
H 0.532 -0.928 -0.362 -0.17
H 0.588 -0.575 -2.041 0.24
H 0.540 -2.858 -0.745 0.36
H -1.967 -1.527 -0.744 0.28
H -1.816 -0.467 -2.175 0.29
H -0.968 1.435 -0.896 0.46
H -2.490 0.911 -0.258 0.18
H -0.997 -0.653 1.354 0.34
H -1.614 0.882 1.808 0.30
H 1.161 2.650 -0.975 0.31
H 0.345 2.481 0.280 0.29
O 0.758 3.181 -0.284 -0.71
H 2.424 -0.531 1.229 0.27
H 1.105 -0.236 1.717 0.29
O 1.909 -0.969 1.924 -0.81
```

The LUMO energy comes out at 3.73 eV. As for the gap between HOMO and LUMO: 7.912 eV. The charge is -1. Its spin multiplicity is 1. The value obtained for the HOMO energy is -4.18 eV.

Which of them is the least stable? Correct choice: arrangement P.

Arrangement P

ORCA calculation (the ωB97M-V functional and the def2-TZVPD basis) on 3 unconnected molecules or ions with the total composition C4H10O2S.

XYZ file:
```
17
Properties=species:S:1:pos:R:3:mulliken_charge:R:1
C 1.327 0.699 -0.205 -1.32
C 0.603 0.888 0.902 0.64
C -0.638 1.717 0.804 -0.85
O 0.907 0.208 2.010 -0.53
H 2.185 0.101 -0.140 0.50
H 1.435 1.333 -1.035 0.38
H -0.762 2.444 1.620 0.37
H -0.509 2.429 -0.130 0.25
H -1.419 0.992 0.692 0.17
H 0.192 0.286 2.743 0.39
C 0.820 -1.445 -2.379 -0.08
O -0.221 -1.353 -1.818 -0.36
H 1.634 -0.969 -1.949 0.19
H 0.912 -2.070 -3.299 0.24
S -1.944 -1.503 1.142 -0.36
H -1.346 -1.616 -0.058 0.21
H -3.174 -2.140 1.099 0.15
```

The LUMO energy comes out at 0.72 eV. As for the gap between HOMO and LUMO: 9.209 eV. Its spin multiplicity is 1. The value obtained for the HOMO energy is -8.49 eV.

Arrangement Q

ORCA calculation (the ωB97M-V functional and the def2-TZVPD basis) on 2 unconnected molecules or ions with the total composition C4H10O2S.

XYZ file:
```
17
Properties=species:S:1:pos:R:3:mulliken_charge:R:1
C -0.036 0.535 1.656 -1.19
C -0.523 -1.638 0.491 -1.32
C 1.168 -0.179 -1.730 -0.84
C 0.279 -0.426 0.808 0.88
O 2.395 1.052 0.289 -0.62
O -2.025 1.576 -0.504 -0.64
S 1.903 -0.291 -0.033 0.43
H -0.955 0.542 2.220 0.34
H -2.654 1.930 0.132 0.29
H 0.651 1.356 1.804 0.39
H 0.120 -2.515 0.446 0.36
H -1.020 -1.515 -0.471 0.27
H -1.290 -1.795 1.248 0.41
H 0.302 0.471 -1.722 0.22
H 0.901 -1.181 -2.044 0.33
H 1.937 0.224 -2.381 0.35
H -1.151 1.856 -0.211 0.34
```

The LUMO energy comes out at 0.75 eV. As for the gap between HOMO and LUMO: 9.882 eV. Its spin multiplicity is 1. The value obtained for the HOMO energy is -9.13 eV.

Which of them is the least stable? Correct choice: arrangement P.